1.
# C33H30MgN2O7S3

A molecular structure, C33H30MgN2O7S3 (ωB97M-V/def2-TZVPD, the OMol25 dataset).

Output
Calculated total energy, a.u.: -3306.54968
Lowest unoccupied orbital energy, eV: -1.191
Strongest force on any atom, hartree/bohr: 0.011
HOMO-LUMO gap, eV: 6.4863

CARTESIAN COORDINATES (ANGSTROEM)
1 Mg -0.342 -0.228 0.068
2 S -1.941 -0.508 2.042
3 C -1.338 -2.037 2.355
4 N -2.063 -3.035 2.823
5 C -1.491 -4.376 2.962
6 C -0.580 -4.619 1.790
7 N 0.449 -3.588 1.794
8 C 1.780 -4.018 1.350
9 C 2.444 -4.883 2.389
10 C 2.705 -6.223 2.136
11 C 3.302 -7.019 3.105
12 C 3.637 -6.476 4.334
13 C 3.377 -5.136 4.594
14 C 2.785 -4.342 3.627
15 C 0.163 -2.330 2.086
16 S 1.254 -1.078 2.132
17 C -3.526 -2.941 3.001
18 C -4.220 -3.674 1.880
19 C -4.133 -3.197 0.573
20 C -4.690 -3.919 -0.469
21 C -5.357 -5.111 -0.213
22 C -5.458 -5.585 1.086
23 C -4.883 -4.870 2.128
24 H -2.317 -5.085 2.949
25 H -0.963 -4.461 3.915
26 H -1.136 -4.581 0.847
27 H -0.085 -5.585 1.877
28 H 2.356 -3.121 1.138
29 H 1.641 -4.567 0.416
30 H 2.448 -6.644 1.171
31 H 3.506 -8.061 2.896
32 H 4.103 -7.094 5.091
33 H 3.647 -4.708 5.551
34 H 2.594 -3.293 3.823
35 H -3.780 -1.886 3.033
36 H -3.771 -3.388 3.966
37 H -3.612 -2.270 0.364
38 H -4.583 -3.552 -1.481
39 H -5.793 -5.671 -1.029
40 H -5.978 -6.511 1.290
41 H -4.962 -5.239 3.145
42 O 2.605 1.771 -1.607
43 C 1.401 1.707 -1.418
44 O 0.859 1.171 -0.368
45 C 0.461 2.212 -2.488
46 C -0.892 2.406 -2.257
47 C -1.761 2.814 -3.273
48 C -1.209 2.995 -4.516
49 O -1.834 3.378 -5.675
50 C -0.832 3.347 -6.690
51 O 0.420 3.057 -6.077
52 C 0.142 2.807 -4.751
53 C 1.007 2.434 -3.761
54 H -1.284 2.238 -1.264
55 H -2.816 2.968 -3.096
56 H -0.778 4.326 -7.170
57 H -1.077 2.558 -7.408
58 H 2.066 2.294 -3.923
59 C 2.232 0.449 -6.340
60 C 1.391 -0.163 -5.257
61 C 0.007 -0.270 -5.401
62 C -0.774 -0.797 -4.391
63 C -0.165 -1.235 -3.221
64 C 1.206 -1.156 -3.060
65 C 1.976 -0.617 -4.081
66 S -1.222 -1.706 -1.894
67 O -2.172 -2.673 -2.355
68 O -1.789 -0.419 -1.410
69 O -0.337 -2.136 -0.766
70 H 1.628 1.052 -7.017
71 H 2.731 -0.322 -6.931
72 H 3.007 1.087 -5.914
73 H -0.462 0.095 -6.307
74 H -1.850 -0.850 -4.497
75 H 1.670 -1.469 -2.134
76 H 3.043 -0.509 -3.936

Forces on the atoms, in the same order (eV/Å):
Mg 0.3 0.4 0.3
S -0.1 0.0 -0.1
C 0.5 0.0 -0.1
N -0.2 0.0 0.0
C -0.1 0.0 -0.1
C 0.0 0.0 0.0
N 0.2 0.0 0.0
C -0.1 0.1 -0.1
C 0.0 0.0 0.0
C 0.0 0.0 0.0
C 0.0 0.0 0.0
C 0.0 0.0 0.0
C 0.0 0.0 0.0
C 0.0 0.0 0.0
C -0.5 -0.1 0.1
S 0.0 0.0 -0.1
C 0.1 0.0 0.0
C 0.0 0.0 0.0
C 0.1 0.0 0.0
C 0.0 0.0 0.0
C 0.0 0.0 0.0
C 0.0 0.0 0.0
C -0.1 0.0 0.0
H 0.0 0.0 0.0
H 0.1 0.0 0.0
H 0.0 0.0 0.0
H 0.0 0.0 0.0
H 0.0 0.0 0.0
H 0.0 0.0 0.0
H 0.0 0.0 0.0
H 0.0 0.0 0.0
H 0.0 0.0 0.0
H 0.0 0.0 0.0
H 0.0 0.0 0.0
H -0.1 0.0 0.0
H 0.0 0.0 0.0
H 0.0 0.0 0.0
H 0.0 0.0 0.0
H 0.0 0.0 0.0
H 0.0 0.0 0.0
H 0.0 0.0 0.0
O -0.1 0.0 0.0
C 0.2 -0.2 -0.1
O -0.4 -0.2 0.1
C 0.0 0.0 0.0
C 0.0 0.0 0.0
C 0.0 0.0 0.0
C 0.0 0.0 0.0
O 0.0 0.0 0.0
C 0.0 0.0 0.1
O -0.1 0.0 0.0
C 0.0 0.2 0.1
C -0.1 0.2 0.1
H 0.0 0.0 0.0
H 0.0 0.0 0.0
H 0.0 0.0 -0.1
H 0.0 0.0 0.0
H 0.0 0.0 0.0
C 0.0 0.0 -0.1
C 0.0 -0.2 -0.1
C 0.1 -0.1 0.0
C 0.0 0.0 -0.1
C -0.1 -0.1 0.0
C 0.1 0.1 0.0
C 0.0 -0.1 0.0
S 0.1 0.3 0.1
O 0.0 0.0 0.1
O -0.2 -0.1 0.0
O 0.1 -0.2 -0.2
H 0.0 0.0 0.1
H 0.0 0.0 0.0
H 0.0 0.0 0.0
H 0.0 0.0 0.0
H 0.0 0.0 0.0
H 0.0 0.0 0.0
H 0.0 0.0 0.0

Per-atom Mulliken charges, elementary charge units: atom 1 (Mg): 1.4146, atom 2 (S): -0.4778, atom 3 (C): 0.9816, atom 4 (N): -0.0027, atom 5 (C): -0.7899, atom 6 (C): -0.5792, atom 7 (N): 0.5807, atom 8 (C): -1.5225, atom 9 (C): 0.4021, atom 10 (C): -0.2632, atom 11 (C): -0.6240, atom 12 (C): -0.4010, atom 13 (C): -0.7036, atom 14 (C): -0.2730, atom 15 (C): -0.5990, atom 16 (S): -0.0374, atom 17 (C): -1.5330, atom 18 (C): 0.6348, atom 19 (C): 0.0079, atom 20 (C): -0.6883, atom 21 (C): -0.4902, atom 22 (C): -0.5923, atom 23 (C): -0.4029, atom 24 (H): 0.4165, atom 25 (H): 0.3392, atom 26 (H): 0.2422, atom 27 (H): 0.4894, atom 28 (H): 0.6186, atom 29 (H): 0.4224, atom 30 (H): 0.3942, atom 31 (H): 0.3864, atom 32 (H): 0.3816, atom 33 (H): 0.4058, atom 34 (H): 0.4206, atom 35 (H): 0.6177, atom 36 (H): 0.4024, atom 37 (H): 0.4138, atom 38 (H): 0.4574, atom 39 (H): 0.3924, atom 40 (H): 0.3833, atom 41 (H): 0.3936, atom 42 (O): -0.6859, atom 43 (C): 0.0813, atom 44 (O): -0.6386, atom 45 (C): -0.1014, atom 46 (C): -0.0973, atom 47 (C): -1.3069, atom 48 (C): 1.3231, atom 49 (O): -0.5268, atom 50 (C): -0.3635, atom 51 (O): -0.5251, atom 52 (C): 0.8814, atom 53 (C): -1.0162, atom 54 (H): 0.4887, atom 55 (H): 0.4430, atom 56 (H): 0.2901, atom 57 (H): 0.2936, atom 58 (H): 0.6853, atom 59 (C): -1.6317, atom 60 (C): 0.5032, atom 61 (C): -0.2645, atom 62 (C): -1.1875, atom 63 (C): 0.4305, atom 64 (C): -0.5646, atom 65 (C): -0.2956, atom 66 (S): 1.6383, atom 67 (O): -0.6992, atom 68 (O): -0.6965, atom 69 (O): -0.6232, atom 70 (H): 0.2796, atom 71 (H): 0.4315, atom 72 (H): 0.3689, atom 73 (H): 0.3591, atom 74 (H): 0.4200, atom 75 (H): 0.3334, atom 76 (H): 0.3544


2.
# C33H30N4NiO2P2S2Se

A molecular structure, C33H30N4NiO2P2S2Se in a non-equilibrium geometry (ωB97M-V/def2-TZVPD, the OMol25 dataset).

Output
Energy relative to the best compared isomer or geometry (same formula, charge and spin), kcal/mol: 0.0
Calculated total energy, a.u.: -7033.72198
Spin multiplicity: 3
Lowest unoccupied orbital energy (alpha / beta), eV: -0.535 / -0.517
Strongest force on any atom, hartree/bohr: 0.097
HOMO-LUMO gap (alpha / beta), eV: 6.2453 / 6.2728

CARTESIAN COORDINATES (ANGSTROEM)
1 Ni -0.588 -0.657 -1.720
2 S 0.188 3.422 -1.095
3 P 1.107 1.954 -0.037
4 C 0.610 0.356 -0.387
5 P 0.951 -1.172 0.349
6 S 0.669 -2.567 -1.241
7 C 2.486 -1.466 1.192
8 C 2.433 -1.971 2.473
9 C 3.523 -2.581 3.046
10 C 4.721 -2.604 2.331
11 C 4.803 -2.019 1.056
12 C 3.704 -1.384 0.492
13 C -0.439 -1.706 1.352
14 C -0.474 -3.072 1.649
15 C -1.671 -3.599 2.020
16 C -2.732 -2.792 2.470
17 C -2.601 -1.435 2.392
18 C -1.476 -0.886 1.730
19 C 0.772 2.493 1.715
20 C 0.668 3.855 2.006
21 C 0.541 4.280 3.303
22 C 0.512 3.370 4.370
23 C 0.614 2.012 4.094
24 C 0.702 1.577 2.793
25 C 2.896 2.159 0.018
26 C 3.592 3.041 0.888
27 C 4.881 3.423 0.533
28 C 5.509 2.868 -0.621
29 C 4.833 1.983 -1.422
30 C 3.481 1.651 -1.139
31 H 1.502 -2.018 3.065
32 H 3.480 -2.904 4.092
33 H 5.614 -2.984 2.804
34 H 5.746 -2.100 0.508
35 H 3.671 -0.980 -0.493
36 H 0.349 -3.722 1.539
37 H -1.777 -4.681 1.861
38 H -3.644 -3.232 2.852
39 H -3.342 -0.733 2.714
40 H -1.494 0.204 1.508
41 H 0.629 4.558 1.155
42 H 0.501 5.379 3.442
43 H 0.361 3.698 5.389
44 H 0.477 1.294 4.922
45 H 0.761 0.528 2.582
46 H 3.238 3.382 1.831
47 H 5.398 4.147 1.164
48 H 6.547 3.132 -0.828
49 H 5.236 1.470 -2.283
50 H 2.870 1.147 -1.911
51 C -4.094 -4.614 -1.769
52 O -4.131 -4.175 -3.162
53 C -3.284 -3.167 -3.527
54 O -3.630 -2.427 -4.429
55 N -2.170 -2.926 -2.781
56 N -1.279 -1.863 -3.222
57 H -5.148 -4.873 -1.488
58 H -3.837 -3.779 -1.117
59 H -3.388 -5.463 -1.663
60 H -1.792 -3.627 -2.154
61 H -1.859 -1.296 -3.852
62 H -0.561 -2.349 -3.801
63 Se -0.076 1.991 -3.260
64 N -1.326 0.914 -2.496
65 C -2.589 1.393 -2.520
66 C -3.801 0.912 -1.889
67 C -4.977 1.506 -2.297
68 C -5.017 2.626 -3.210
69 C -3.863 3.227 -3.645
70 C -2.628 2.597 -3.317
71 N -1.458 3.074 -3.799
72 H -3.707 0.074 -1.211
73 H -5.950 1.076 -2.036
74 H -5.964 2.991 -3.553
75 H -3.808 4.061 -4.320

Forces on the atoms, in the same order (eV/Å):
Ni 1.1 0.1 1.1
S 0.8 0.1 0.8
P -1.3 0.2 2.2
C 0.2 -1.1 -0.1
P -0.7 1.3 -2.5
S 1.0 0.5 1.3
C 0.3 0.1 0.0
C -1.0 -0.8 0.9
C 1.2 0.5 0.4
C -0.3 0.4 -0.1
C 0.4 0.0 0.1
C -0.7 -1.2 0.9
C 0.9 -0.1 1.0
C -1.1 0.9 -0.1
C -0.9 -1.2 0.4
C 0.1 -0.6 -0.3
C 1.0 0.8 -0.8
C -0.8 0.8 0.2
C -0.3 -0.6 0.6
C -0.2 -0.4 -1.2
C 0.1 1.0 1.0
C 0.0 0.3 -0.6
C -0.8 0.0 1.1
C 0.6 0.7 -1.5
C -0.1 0.3 -1.0
C 1.0 -0.8 -1.3
C 0.0 -0.6 -0.6
C 0.2 0.6 1.0
C -1.5 -0.9 0.0
C 1.1 1.1 -0.1
H 0.4 0.3 -0.6
H 0.0 -0.1 -0.5
H 0.1 -0.3 -0.1
H -0.3 0.3 0.2
H 0.3 0.2 -0.6
H 0.8 -0.5 -0.7
H -0.1 0.4 0.8
H 0.0 -0.1 0.0
H -0.5 0.0 0.3
H 0.3 -1.0 0.1
H 0.2 -0.3 0.7
H -0.1 -0.8 0.3
H 0.1 0.1 0.0
H 0.3 0.3 -0.6
H 0.0 -0.4 0.0
H -0.7 0.2 0.3
H 0.1 -0.3 -0.2
H -0.3 0.0 0.0
H 0.5 0.4 -0.1
H 0.5 -0.1 0.8
C -0.7 -0.1 -0.3
O 0.9 0.2 1.0
C -1.7 0.9 -0.7
O 0.7 -0.6 0.2
N 0.2 0.1 0.1
N -0.8 -1.7 -1.2
H 1.1 -0.2 -0.5
H 0.3 -0.1 0.0
H -0.5 0.4 0.1
H 0.3 0.5 0.0
H 0.0 -0.3 -0.1
H -0.5 0.8 0.4
Se -4.9 0.1 -0.5
N 0.1 -0.1 -0.2
C 0.5 1.6 -0.6
C 0.9 0.5 -1.3
C -0.1 -0.1 -0.5
C 0.9 -0.3 0.5
C 0.1 -1.0 0.2
C 0.7 0.0 0.2
N 1.3 -0.8 -0.2
H -0.4 -0.1 0.0
H 0.5 0.2 0.3
H -0.4 0.1 0.1
H -0.3 0.3 -0.1

Per-atom Mulliken charges, elementary charge units: atom 1 (Ni): -0.6380, atom 2 (S): -0.6040, atom 3 (P): 2.3522, atom 4 (C): -0.0395, atom 5 (P): 0.6847, atom 6 (S): -0.7907, atom 7 (C): 1.1463, atom 8 (C): -0.2239, atom 9 (C): -0.7361, atom 10 (C): -0.5403, atom 11 (C): -0.7990, atom 12 (C): -0.4776, atom 13 (C): 0.9473, atom 14 (C): -1.0505, atom 15 (C): -0.7125, atom 16 (C): -0.5970, atom 17 (C): -0.8186, atom 18 (C): -0.3447, atom 19 (C): -0.4447, atom 20 (C): -0.4798, atom 21 (C): -0.5035, atom 22 (C): -0.5601, atom 23 (C): -0.7977, atom 24 (C): -0.0700, atom 25 (C): 0.8985, atom 26 (C): -0.6510, atom 27 (C): -0.5687, atom 28 (C): -0.6432, atom 29 (C): -0.5359, atom 30 (C): -0.3934, atom 31 (H): 0.4102, atom 32 (H): 0.3850, atom 33 (H): 0.3898, atom 34 (H): 0.3969, atom 35 (H): 0.4724, atom 36 (H): 0.5135, atom 37 (H): 0.3926, atom 38 (H): 0.4172, atom 39 (H): 0.4721, atom 40 (H): 0.4027, atom 41 (H): 0.3160, atom 42 (H): 0.3497, atom 43 (H): 0.3911, atom 44 (H): 0.3834, atom 45 (H): 0.4131, atom 46 (H): 0.3659, atom 47 (H): 0.3943, atom 48 (H): 0.3708, atom 49 (H): 0.4305, atom 50 (H): 0.1113, atom 51 (C): -0.5370, atom 52 (O): -0.3748, atom 53 (C): 0.6740, atom 54 (O): -0.6065, atom 55 (N): 0.1097, atom 56 (N): -0.6710, atom 57 (H): 0.2872, atom 58 (H): 0.1887, atom 59 (H): 0.2696, atom 60 (H): 0.3109, atom 61 (H): 0.3173, atom 62 (H): 0.2775, atom 63 (Se): 0.2075, atom 64 (N): -0.2173, atom 65 (C): 1.0643, atom 66 (C): -0.7811, atom 67 (C): -0.5670, atom 68 (C): -0.5404, atom 69 (C): -0.7381, atom 70 (C): 0.6562, atom 71 (N): -0.8217, atom 72 (H): 0.5012, atom 73 (H): 0.3287, atom 74 (H): 0.4004, atom 75 (H): 0.4746


Q: Which formula does entry 2 have?
A: C33H30N4NiO2P2S2Se


Q: Among the records above, which one has the lowest strongest force on any atom?
A: C33H30MgN2O7S3